No. 1
Entry from the Open Molecules 2025 dataset: 9 unconnected molecules or ions with the total composition C49H125F3N7O17 at a distorted geometry (ωB97M-V/def2-TZVPD).

For the maximum force, the calculation gives 0.0878 Eh/bohr. Its HOMO energy is -10.76 eV. The frontier orbital gap comes out at 3.1921 eV. As for the lowest unoccupied orbital energy: -7.566 eV.

```
! RIJCOSX wB97M-V def2-TZVPD def2/J DEFGRID3
* xyz 5 1
C 3.8387 5.9144 -0.7339
O 4.8680 5.9865 0.2546
O 4.1068 4.8346 -1.5827
C 2.4551 6.1409 -0.0279
F 1.4163 6.3673 -0.8847
F 2.0444 5.1044 0.7530
F 2.4726 7.1930 0.8333
C 4.8368 5.1059 1.3875
C 6.1556 5.2047 2.0608
H 6.1480 4.6667 3.0087
H 6.9736 4.8836 1.4159
H 6.5076 6.1998 2.3326
H 4.7298 4.0394 1.1894
H 4.0706 5.4171 2.0974
H 3.9709 6.8555 -1.2677
C -1.1062 -0.9104 -0.7054
C -2.0368 0.3140 -0.9453
C -1.7134 1.0303 -2.2403
O -3.4062 0.0352 -0.7988
H -1.4785 -1.5414 0.1017
H -0.0616 -0.6503 -0.5345
H -1.0774 -1.5499 -1.5876
H -1.8058 0.9791 -0.1132
H -0.6783 1.3663 -2.3008
H -2.3492 1.9107 -2.3340
H -1.8884 0.2927 -3.0236
C -2.8621 7.6601 -12.4531
O -1.9058 7.2334 -11.4668
C -2.5203 6.5421 -10.3291
C -1.5837 5.9578 -9.2973
N -0.5410 7.0002 -8.9686
H -0.3153 7.2710 -9.9151
H -0.9916 7.7699 -8.4946
C 0.7188 6.5844 -8.1718
C 1.7969 7.6622 -8.3277
O 1.8530 8.2171 -9.6806
C 2.9865 8.9221 -9.9701
H -3.7551 8.1377 -12.0499
H -3.2669 6.8028 -12.9908
H -2.5502 8.2546 -13.3118
H -3.0801 5.6793 -10.6900
H -3.2183 7.2375 -9.8629
H -1.0495 5.1304 -9.7642
H -2.0544 5.7860 -8.3293
H 1.1432 5.6810 -8.6099
H 0.4829 6.1782 -7.1882
H 2.7164 7.1250 -8.0954
H 1.7257 8.4271 -7.5545
H 2.9634 9.1289 -11.0401
H 3.9627 8.4846 -9.7608
H 2.8667 9.8718 -9.4489
C -6.1060 -2.2025 4.1663
O -7.0620 -1.4403 4.9233
C -8.3787 -1.9723 4.8639
C -9.1849 -1.0520 3.9507
N -8.7802 -1.4167 2.4999
H -7.8623 -1.0856 2.2394
H -8.6879 -2.4146 2.3737
C -9.7556 -0.8261 1.3848
C -11.1272 -1.5839 1.3158
O -11.8913 -1.6135 2.5001
C -12.7679 -0.5717 2.7494
H -5.1420 -1.7074 4.2829
H -6.3738 -2.2027 3.1097
H -6.0698 -3.2695 4.3862
H -8.6659 -1.8726 5.9106
H -8.4322 -3.0185 4.5628
H -8.9280 0.0073 3.9453
H -10.2728 -1.1100 3.9860
H -9.2752 -1.0489 0.4321
H -9.9613 0.2147 1.6350
H -10.8346 -2.6243 1.1746
H -11.7946 -1.3865 0.4768
H -13.0726 -0.6987 3.7882
H -13.4966 -0.7126 1.9511
H -12.2756 0.3698 2.5063
C 8.4437 -5.0682 12.7555
O 7.4980 -4.0819 12.2763
C 7.0208 -4.2152 10.9025
C 6.1971 -2.9628 10.7244
N 5.1562 -3.0741 9.6312
H 5.7230 -3.1292 8.7971
H 4.6809 -3.9454 9.8183
C 4.1101 -1.9202 9.6215
C 2.9400 -2.2394 8.6307
O 3.4033 -2.3213 7.2625
C 3.8560 -1.0947 6.6440
H 8.0555 -6.0811 12.6489
H 8.6247 -4.8600 13.8101
H 9.3508 -4.7703 12.2296
H 6.4342 -5.1168 10.7265
H 7.8033 -4.1782 10.1446
H 6.8810 -2.1752 10.4079
H 5.6764 -2.6816 11.6398
H 4.6055 -0.9634 9.4572
H 3.7055 -1.9060 10.6336
H 2.2656 -1.3835 8.6561
H 2.3131 -3.0437 9.0156
H 3.8018 -1.2053 5.5610
H 4.8901 -0.9072 6.9330
H 3.2355 -0.2329 6.8897
C -5.3874 6.0513 7.4766
O -4.9539 5.9817 6.0748
C -4.9109 4.6511 5.6255
C -4.6592 4.8083 4.1456
N -5.6763 5.7657 3.3694
H -6.6170 5.3986 3.3918
H -5.5903 6.6650 3.8208
C -5.3320 5.9483 1.8519
C -5.8362 7.2814 1.3101
O -5.3505 8.3028 2.2702
C -5.4527 9.6809 1.7213
H -6.2411 5.4166 7.7142
H -5.6308 7.0852 7.7210
H -4.5789 5.7468 8.1412
H -5.7634 4.0689 5.9752
H -4.0536 4.1095 6.0254
H -4.8504 3.8623 3.6389
H -3.6217 5.0754 3.9444
H -5.6978 5.0922 1.2850
H -4.2606 6.1484 1.8616
H -6.9003 7.5145 1.2717
H -5.2820 7.4865 0.3942
H -6.4935 9.9485 1.5392
H -4.8933 9.6891 0.7858
H -4.9930 10.4033 2.3957
C 9.1633 0.9296 -3.2546
O 8.2317 0.1024 -3.9387
C 7.0330 -0.1337 -3.1535
C 5.9734 -0.7293 -4.0729
N 5.6997 0.2213 -5.2403
H 4.7746 0.0232 -5.5941
H 5.7482 1.0995 -4.7439
C 6.6358 0.2006 -6.5126
C 6.5765 1.6017 -7.1645
O 7.6443 1.7224 -8.0439
C 7.5344 2.8196 -8.9645
H 8.7331 1.8513 -2.8628
H 9.9956 1.1740 -3.9146
H 9.6212 0.3882 -2.4268
H 6.5931 0.7757 -2.7441
H 7.2662 -0.8330 -2.3506
H 5.0829 -0.8644 -3.4589
H 6.2002 -1.7160 -4.4768
H 6.1905 -0.5001 -7.2189
H 7.6523 -0.1002 -6.2588
H 6.7553 2.4361 -6.4863
H 5.5600 1.7619 -7.5237
H 8.1645 2.5580 -9.8146
H 7.8717 3.7789 -8.5719
H 6.4979 2.9206 -9.2863
C 2.0663 -7.8761 4.6646
O 2.3651 -8.3136 3.2761
C 3.3207 -7.4729 2.6701
C 4.6399 -7.3044 3.3799
N 5.1370 -8.7541 3.5832
H 4.2810 -9.2760 3.7058
H 5.5048 -9.1019 2.7092
C 6.1558 -9.1615 4.7034
C 6.5858 -10.6114 4.5472
O 5.4302 -11.4488 4.5392
C 5.8319 -12.7519 4.7765
H 2.2489 -6.8088 4.7893
H 2.8522 -8.2884 5.2974
H 1.1035 -8.2334 5.0299
H 2.8912 -6.4843 2.5078
H 3.3426 -7.9628 1.6967
H 4.8182 -6.7340 4.2915
H 5.4417 -6.9749 2.7191
H 5.6610 -8.8479 5.6226
H 6.9096 -8.4091 4.4717
H 7.2058 -10.8231 5.4184
H 7.2658 -10.6889 3.6989
H 6.0797 -12.8783 5.8304
H 6.6424 -13.0196 4.0986
H 5.1387 -13.5719 4.5891
C -4.8844 -1.7564 -7.1776
O -5.5733 -2.9092 -6.6955
C -6.2746 -2.7654 -5.4293
C -5.9772 -3.9804 -4.5648
N -4.4635 -4.2677 -4.1969
H -4.1244 -3.4552 -3.7021
H -4.3434 -5.0621 -3.5847
C -3.4970 -4.6016 -5.3207
C -2.4308 -5.6203 -5.0054
O -3.0373 -6.6097 -4.2641
C -2.2470 -7.8171 -4.1487
H -4.3900 -2.0369 -8.1077
H -4.1353 -1.3883 -6.4766
H -5.5916 -0.9430 -7.3400
H -7.3225 -2.5644 -5.6522
H -5.9505 -1.8405 -4.9522
H -6.3094 -4.8675 -5.1041
H -6.4959 -3.9493 -3.6067
H -3.1335 -3.6346 -5.6686
H -4.0915 -5.0292 -6.1281
H -1.5702 -5.2843 -4.4269
H -2.0568 -6.0843 -5.9180
H -1.2269 -7.6825 -3.7889
H -2.3011 -8.3274 -5.1104
H -2.6522 -8.5344 -3.4350
*
```

No. 2
Entry from the Open Molecules 2025 dataset: a molecular structure, C49H30BrCaF4N5O2PS at a distorted geometry (ωB97M-V/def2-TZVPD).

For the maximum force, the calculation gives 0.0384 Eh/bohr. Its HOMO energy is -1.33 eV. The frontier orbital gap comes out at 3.1202 eV. As for the relative energy (zero: lowest compared OMol25 entry of this formula, charge and spin): 75.8 kcal/mol. As for the lowest unoccupied orbital energy: 1.788 eV.

```
! RIJCOSX wB97M-V def2-TZVPD def2/J DEFGRID3
* xyz -1 1
Ca -0.1364 0.1017 -0.3541
O 0.8319 1.8151 -4.1415
C 0.4633 1.2269 -3.1196
N 0.7040 1.4865 -1.8281
C 1.4238 2.6048 -1.4239
C 2.0462 3.5214 -2.2961
C 2.7139 4.6378 -1.8337
C 2.8015 4.8896 -0.4751
C 2.1978 4.0083 0.4015
C 1.5124 2.8849 -0.0440
N 0.8798 2.0614 0.9877
C 1.3871 0.8766 1.3834
O 2.2261 0.2274 0.7297
C 0.7112 0.3415 2.6078
C 1.3628 0.1717 3.8337
C 0.6211 -0.2689 4.9067
C -0.7276 -0.5876 4.7209
C -1.2508 -0.4937 3.4394
N -0.5580 -0.0515 2.4002
C -0.4162 0.0187 -3.3504
C -1.1178 -0.0616 -4.5498
C -1.8694 -1.1861 -4.8216
C -1.8404 -2.2361 -3.9083
C -1.1213 -2.0730 -2.7454
N -0.4507 -0.9574 -2.4365
H 1.9907 3.3350 -3.3530
H 3.1645 5.3200 -2.5453
H 3.3225 5.7574 -0.0913
H 2.2418 4.2080 1.4604
H 2.4160 0.4028 3.9278
H 1.0761 -0.3678 5.8845
H -1.3461 -0.9075 5.5476
H -2.2747 -0.7915 3.2331
H -1.0439 0.7685 -5.2365
H -2.4658 -1.2528 -5.7218
H -2.3842 -3.1524 -4.0942
H -1.0949 -2.8676 -2.0054
F -0.6947 -7.9068 -0.2650
C -0.2254 -6.6759 -0.1686
C 1.1199 -6.4252 -0.3868
F 1.9299 -7.4402 -0.6667
C 1.5998 -5.1382 -0.3086
F 2.9036 -4.9821 -0.5136
C 0.7895 -4.0338 -0.0205
P 1.4081 -2.2936 0.1122
C 2.6012 -2.6506 1.4673
C 2.0424 -2.7736 2.7384
C 2.8266 -3.1262 3.8241
C 4.1798 -3.3757 3.6503
C 4.7402 -3.2641 2.3861
C 3.9595 -2.9038 1.2982
C 2.4328 -2.1460 -1.4053
C 2.1126 -2.8607 -2.5592
C 2.8495 -2.7027 -3.7207
C 3.9138 -1.8147 -3.7540
C 4.2100 -1.0622 -2.6285
C 3.4706 -1.2161 -1.4653
C -0.5605 -4.3322 0.2306
Br -1.7704 -2.9614 0.7123
C -1.0542 -5.6210 0.1500
F -2.3427 -5.8719 0.3724
H 0.9815 -2.5908 2.8742
H 2.3822 -3.1971 4.8092
H 4.7931 -3.6605 4.4959
H 5.7949 -3.4629 2.2398
H 4.4110 -2.8281 0.3213
H 1.2823 -3.5556 -2.5556
H 2.5902 -3.2758 -4.6023
H 4.5007 -1.7022 -4.6567
H 5.0189 -0.3434 -2.6575
H 3.6870 -0.5976 -0.6060
S -3.8190 3.1256 0.8189
C -4.2881 1.7253 -0.1102
C -5.5398 1.4014 -0.5887
C -5.7193 0.1961 -1.2734
C -4.6404 -0.6621 -1.4356
C -3.3800 -0.3337 -0.9588
C -3.1562 0.8935 -0.3094
N -1.9781 1.3476 0.1872
C -2.1311 2.5077 0.9058
C -1.2442 3.1543 1.7590
C -1.7058 4.2360 2.6024
C -0.9903 4.7025 3.6627
C 0.2797 4.1592 3.9832
C 0.8202 3.2394 3.1093
C 0.1346 2.7846 1.9865
H -6.3716 2.0733 -0.4144
H -6.6968 -0.0790 -1.6495
H -4.7781 -1.6181 -1.9303
H -2.5703 -1.0402 -1.0674
H -2.6733 4.6776 2.3994
H -1.4037 5.5068 4.2612
H 0.8442 4.5028 4.8403
H 1.8304 2.8750 3.2788
*
```

No. 3
Entry from the Open Molecules 2025 dataset: a molecular structure, C49H34FN2O4PbSb at a distorted geometry (ωB97M-V/def2-TZVPD).

For the maximum force, the calculation gives 0.0386 Eh/bohr. Its HOMO energy is -0.28 eV. The frontier orbital gap comes out at 4.0030 eV. As for the relative energy (zero: lowest compared OMol25 entry of this formula, charge and spin): 89.0 kcal/mol. As for the lowest unoccupied orbital energy: 3.719 eV.

```
! RIJCOSX wB97M-V def2-TZVPD def2/J DEFGRID3
* xyz -2 1
Pb -2.2998 -0.0100 1.4285
O -2.0210 3.7698 3.6045
C -2.5521 2.5748 3.8383
O -3.7082 2.2906 3.6703
C -1.5292 1.6358 4.4234
C -0.6058 2.1144 5.3444
C 0.3384 1.2294 5.8291
C 0.3423 -0.0692 5.3626
C -0.6208 -0.4697 4.4380
N -1.5552 0.3763 3.9957
C -0.6508 -1.8626 3.9186
O 0.5448 -2.5073 3.9094
O -1.6324 -2.4456 3.5929
H -2.6201 4.2951 3.0297
H -0.6334 3.1458 5.6630
H 1.0656 1.5540 6.5621
H 1.0570 -0.7880 5.7412
H 1.2615 -1.8654 3.8194
C 0.9477 -8.4540 -2.0867
C -0.3083 -8.3796 -1.5012
C -0.8080 -7.1527 -1.0787
C -0.0772 -5.9729 -1.2181
C 1.1765 -6.0715 -1.8278
C 1.6876 -7.2907 -2.2566
Sb -1.1124 -4.0039 -0.8021
C -1.6099 -4.2190 -2.9122
C -2.9453 -4.4806 -3.2105
C -3.3688 -4.6535 -4.5220
C -2.4536 -4.5664 -5.5625
C -1.1192 -4.3070 -5.2785
C -0.7036 -4.1414 -3.9638
C 0.8411 -3.0647 -0.8599
C 1.0713 -2.0705 -1.7160
C 2.4112 -1.4371 -1.9590
C 3.3940 -1.5782 0.4763
C 2.8652 -2.9488 0.6711
C 1.8023 -3.5672 0.1218
H 1.3436 -9.4087 -2.4151
H -0.9002 -9.2813 -1.3807
H -1.7987 -7.1102 -0.6317
H 1.7714 -5.1760 -1.9761
H 2.6621 -7.3357 -2.7325
H -3.6663 -4.5203 -2.4001
H -4.4151 -4.8442 -4.7346
H -2.7839 -4.6867 -6.5880
H -0.4032 -4.2254 -6.0894
H 0.3394 -3.9316 -3.7500
H 0.2494 -1.7081 -2.3259
H 2.2934 -0.6652 -2.7218
H 4.3790 -1.4336 0.9084
H 3.4372 -3.5041 1.4093
H 1.6070 -4.5758 0.4774
F -2.4025 -1.4757 -0.5885
N 6.9601 2.2245 -1.3461
C 6.0177 1.6787 -0.9716
C 4.8708 0.9815 -0.4787
C 4.2715 0.0442 -1.2478
C 3.1759 -0.8003 -0.7925
C 2.5200 -0.3212 0.5898
C 3.1321 0.8694 1.1930
C 4.2824 1.4101 0.7735
C 1.1104 -0.4081 0.8723
C -0.0468 -0.2650 1.2171
H 4.5967 -0.0719 -2.2758
H 3.0825 -2.2087 -2.3605
H 2.5759 1.3260 2.0019
H 4.7149 2.2689 1.2687
C -2.0168 2.1424 0.7866
C -1.8233 3.3221 0.5094
C -1.6351 4.6948 0.2186
C -2.4835 5.6360 0.8913
C -3.7232 5.2176 1.4539
C -4.5647 6.1051 2.1049
C -4.2127 7.4429 2.2590
C -2.9845 7.8697 1.7517
C -2.1377 6.9995 1.0935
C -0.6381 5.0447 -0.7747
C 0.4081 4.1391 -1.0726
C 1.3318 4.4016 -2.0664
C 1.2575 5.5714 -2.8196
C 0.2229 6.4635 -2.5631
C -0.7060 6.2127 -1.5658
H -4.0347 4.1897 1.3029
H -5.5164 5.7527 2.4892
H -4.8777 8.1413 2.7541
H -2.6896 8.9063 1.8860
H -1.1767 7.3570 0.7471
H 0.4601 3.2192 -0.5026
H 2.1199 3.6834 -2.2697
H 1.9757 5.7697 -3.6072
H 0.1254 7.3610 -3.1668
H -1.5291 6.9021 -1.4284
*
```

No. 4
Entry from the Open Molecules 2025 dataset: a molecular structure, C49H36CdFN7O6 (ωB97M-V/def2-TZVPD).

For the maximum force, the calculation gives 0.0018 Eh/bohr. Its HOMO energy is -8.02 eV. The frontier orbital gap comes out at 7.8066 eV. As for the relative energy (zero: lowest compared OMol25 entry of this formula, charge and spin): 0.0 kcal/mol. As for the lowest unoccupied orbital energy: -0.209 eV.

```
! RIJCOSX wB97M-V def2-TZVPD def2/J DEFGRID3
* xyz 0 1
Cd -0.7379 -0.2152 -1.9389
C 1.3273 -6.8414 10.1183
O 2.1490 -5.8667 9.5019
C 1.7941 -5.4329 8.2677
C 2.6281 -4.4681 7.6990
C 2.3507 -3.9618 6.4504
C 1.2347 -4.4036 5.7334
C 0.4180 -5.3688 6.3033
C 0.6844 -5.8868 7.5651
C 0.9714 -3.8369 4.4090
N 1.8400 -3.1717 3.6863
C 1.1645 -2.8213 2.5449
C -0.1300 -3.2790 2.5784
N -0.2424 -3.9368 3.7793
C -1.0729 -3.0576 1.5278
C -2.3971 -3.5160 1.5066
C -3.1968 -3.2276 0.4291
C -2.6677 -2.4692 -0.6195
N -1.4262 -2.0288 -0.6052
C -0.6224 -2.3067 0.4317
C 0.7487 -1.7986 0.3850
N 1.1087 -1.0619 -0.6807
C 2.3361 -0.5876 -0.7595
C 3.3015 -0.8273 0.2229
C 2.9532 -1.5715 1.3234
C 1.6481 -2.0686 1.4258
H 1.7749 -7.0431 11.0869
H 1.2998 -7.7640 9.5333
H 0.3097 -6.4690 10.2604
H 3.4867 -4.1305 8.2636
H 2.9907 -3.2122 6.0055
H -0.4368 -5.7586 5.7629
H 0.0305 -6.6410 7.9766
H -1.0782 -4.3265 4.1765
H -2.7883 -4.0930 2.3360
H -4.2220 -3.5659 0.3838
H -3.2532 -2.2046 -1.4928
H 2.5586 0.0119 -1.6347
H 4.2954 -0.4179 0.1101
H 3.6567 -1.7790 2.1193
C -2.4433 1.4340 -9.0992
C -1.2884 2.2224 -8.5029
C -0.1571 2.3798 -9.5073
C 0.9343 3.2650 -8.9334
C 1.3849 2.7399 -7.5976
C 2.6406 3.0297 -7.1158
C 3.0510 2.5319 -5.8841
F 4.2873 2.8504 -5.4511
C 2.2487 1.7362 -5.1232
C 0.9709 1.4152 -5.5977
C 0.1208 0.5493 -4.7721
O 0.5991 0.0898 -3.7077
C -1.1820 0.2839 -5.2895
C -1.5227 0.8187 -6.5007
N -0.7500 1.6021 -7.2672
C 0.5316 1.9249 -6.8253
C -2.2725 -0.5836 -4.6557
O -3.1556 -0.9886 -5.4033
O -2.2162 -0.7972 -3.3980
H -2.6936 1.8768 -10.0629
H -3.3420 1.4620 -8.4866
H -2.1647 0.3918 -9.2627
H -1.6435 3.2221 -8.2274
H -0.5609 2.8116 -10.4233
H 0.2397 1.3905 -9.7543
H 0.5517 4.2840 -8.8182
H 1.7879 3.3238 -9.6097
H 3.3209 3.6452 -7.6912
H 2.5670 1.3551 -4.1649
H -2.5037 0.5685 -6.8727
O 0.0223 3.1114 -2.0263
C -0.3954 2.7661 -0.9390
N -0.4739 3.5735 0.1829
C -0.7760 2.7836 1.3668
C -1.0914 1.4156 0.7067
O -1.4435 0.4266 1.3270
N -0.8754 1.5076 -0.6217
C -2.0086 3.2693 2.1163
C -2.8156 4.2781 1.6099
C -3.9492 4.6841 2.3043
C -4.2866 4.0793 3.5039
C -3.4855 3.0623 4.0089
C -2.3530 2.6603 3.3211
C 0.4413 2.6974 2.2823
C 0.7665 3.8036 3.0648
C 1.9017 3.8004 3.8587
C 2.7232 2.6809 3.8924
C 2.4017 1.5737 3.1238
C 1.2695 1.5819 2.3189
H 0.1602 4.3544 0.2332
H -2.5568 4.7413 0.6674
H -4.5694 5.4747 1.9012
H -5.1696 4.3958 4.0442
H -3.7448 2.5810 4.9434
H -1.7316 1.8643 3.7106
H 0.1127 4.6687 3.0620
H 2.1402 4.6684 4.4600
H 3.6049 2.6712 4.5202
H 3.0291 0.6914 3.1532
H 1.0232 0.7039 1.7357
*
```

| no. | DFT total energy (eV) |
| --- | --- |
| 1 | -106168.7519 |
| 2 | -182323.8676 |
| 3 | -77032.7398 |
| 4 | -81401.3896 |